Entry 1:
Below is a 2-piece molecular cluster, C6H12O overall, with properties calculated with the ωB97M-V functional and the def2-TZVPD basis.

Geometry (Å):
H (-2.26213, -0.80612, -0.65339)
C (1.23180, 0.11529, 0.20684)
H (2.64238, -0.19646, -1.43325)
H (-0.06499, 0.79728, 1.79492)
C (1.75505, 0.35334, -1.13620)
H (-0.69019, 1.04029, -1.45700)
C (-2.52866, -0.85969, 0.40340)
H (-1.91463, -1.62332, 0.89299)
O (1.99607, -0.77920, 0.95992)
H (1.60410, 1.32524, -1.60083)
H (1.39866, -1.22345, 1.57712)
H (-2.36295, 0.11287, 0.87722)
C (0.58626, 1.21731, 1.01599)
H (1.37030, 1.80960, 1.50239)
C (0.48498, -0.55885, -0.98147)
H (-0.01677, 1.88489, 0.39169)
H (0.72462, -1.62018, -1.07213)
H (-3.58483, -1.12291, 0.48115)
C (-0.60946, -0.03485, -1.72572)

Results
- Frontier orbital gap: 8.4 eV
- ΔE to the lowest compared entry with this formula, charge and spin: 110.76 kcal per mole

Entry 2:
Below is the molecule C6H12O, with properties calculated with the ωB97M-V functional and the def2-TZVPD basis.

Geometry (Å):
H (-2.06869, 0.29473, -0.63361)
H (-0.22136, -1.94843, 0.72205)
C (-0.40151, 0.38354, 1.56810)
H (0.78330, -1.78909, -1.90478)
H (2.81415, -0.78674, -0.73627)
H (0.96768, 0.64923, -1.68013)
C (0.64858, -1.37575, -0.90853)
H (-1.26192, -0.29623, 1.58915)
C (-0.15831, 0.94877, 0.15927)
H (-2.09672, 1.95466, 0.00094)
C (0.73953, 0.11561, -0.75661)
H (0.47088, -0.14786, 1.96586)
C (-1.49117, 1.22255, -0.54638)
H (0.36282, 1.90833, 0.28732)
H (1.91867, -0.89746, 0.84124)
O (-0.28882, -2.15141, -0.21787)
H (-0.61382, 1.19155, 2.27465)
C (1.84848, -0.77654, -0.23836)
H (-1.32740, 1.61140, -1.55792)

Results
- Frontier orbital gap: 10.3 eV
- ΔE to the lowest compared entry with this formula, charge and spin: 30.73 kcal per mole

Entry 3:
Below is the molecule C6H12O, with properties calculated with the ωB97M-V functional and the def2-TZVPD basis.

Geometry (Å):
C (0.94845, -1.12115, -1.55986)
H (0.56422, 1.01089, 2.49359)
H (-0.87717, -1.91597, 0.42903)
H (1.64205, 0.06716, 0.55323)
C (0.64597, 0.45990, 0.34608)
O (-1.39413, 1.05543, 1.74670)
H (-0.49710, 0.45542, -1.46973)
H (1.78154, -0.50528, -1.91652)
H (-1.63882, -1.74378, -1.16029)
H (1.38926, 2.57399, 0.69101)
H (-1.62926, 0.18495, 2.09268)
C (-0.07444, -0.28796, -0.78091)
C (-1.22433, -1.18494, -0.31304)
H (1.36340, -1.90922, -0.91771)
H (-0.24932, 2.42797, -0.11728)
H (0.48516, -1.60695, -2.42596)
C (0.51491, 1.95921, 0.49855)
C (-0.00828, 1.06602, 1.56566)
H (-2.03080, -0.59194, 0.12392)

Results
- Frontier orbital gap: 10.5 eV
- ΔE to the lowest compared entry with this formula, charge and spin: 30.03 kcal per mole

Entry 4:
Below is a 2-piece molecular cluster, C6H12O overall, with properties calculated with the ωB97M-V functional and the def2-TZVPD basis.

Geometry (Å):
H (-1.81709, 1.46729, -1.72461)
O (-2.22771, -0.48724, -0.25043)
C (-1.45394, 0.46016, 0.10689)
H (3.49281, 0.23850, 1.18992)
H (-1.19200, 2.39972, -0.31905)
H (-3.43379, -2.09712, 0.20965)
C (2.37773, 0.30811, 1.05333)
H (-0.80385, 0.35211, 0.97215)
H (2.05542, 0.79995, -0.88366)
H (0.95026, -1.16327, -1.74720)
C (-2.38945, -1.64968, 0.34594)
H (1.87381, -0.27107, 1.72869)
C (-1.21573, 1.54710, -0.84035)
C (1.85385, 0.00249, -0.33378)
H (1.02270, -1.89586, -0.12392)
H (-0.24523, 1.51955, -1.38214)
C (1.16145, -1.05440, -0.74255)
H (2.08045, 1.32590, 1.35127)
H (-2.08969, -1.80223, 1.38983)

Results
- Frontier orbital gap (alpha / beta): 8.4 / 7.7 eV
- ΔE to the lowest compared entry with this formula, charge and spin: 133.75 kcal per mole

Entry 5:
Below is a 2-piece molecular cluster, C6H12O overall, with properties calculated with the ωB97M-V functional and the def2-TZVPD basis.

Geometry (Å):
H (1.63243, -0.83095, 1.23361)
C (-1.14947, -0.96703, 1.00761)
C (1.78494, -1.33354, 0.27712)
H (0.53978, 1.65764, 0.90192)
C (-1.21603, 1.22389, -0.39045)
H (-1.74695, 2.02447, 0.13245)
H (2.57911, -0.81936, -0.26878)
H (-2.84002, 0.04419, 0.45807)
H (2.25563, 1.30419, -0.79384)
H (0.82620, -1.27949, -0.25090)
H (2.04812, -2.38017, 0.40992)
H (-2.08800, -0.73495, -0.91362)
C (-1.86769, -0.13515, -0.02236)
H (0.96426, 0.82655, -2.02600)
C (0.25787, 1.38209, -0.11224)
H (-1.27427, -2.06873, 0.91404)
H (-1.37480, 1.39019, -1.46125)
C (1.20074, 1.18870, -1.02629)
O (-0.53185, -0.49256, 1.93099)

Results
- Frontier orbital gap: 10.3 eV
- ΔE to the lowest compared entry with this formula, charge and spin: 42.96 kcal per mole

Entry 6:
Below is C6H12O as an isolated structure, with properties calculated with the ωB97M-V functional and the def2-TZVPD basis.

Geometry (Å):
H (-0.54036, -0.53922, -0.09387)
H (2.05717, -0.69636, 1.54244)
C (1.45395, 1.00191, 0.14722)
C (1.38261, -1.53449, -0.48319)
H (-2.15481, 0.84550, 1.24474)
H (-2.97993, 1.54504, -0.15598)
C (-1.55283, 0.07530, -0.68191)
H (-2.17764, -0.82336, -0.66776)
C (-2.01015, 1.18313, 0.21370)
H (-0.25391, -1.98090, 1.11079)
C (1.46661, -0.53887, 0.64373)
H (-1.22224, 0.35600, -1.67302)
H (1.29706, -1.04681, -1.45648)
H (1.21286, 1.56876, 1.07716)
H (-1.28055, 1.99262, 0.17541)
H (1.89240, -2.49373, -0.45457)
H (2.52608, 1.18369, -0.08293)
C (0.26321, -1.29656, 0.45132)
O (0.62048, 1.19835, -0.85681)

Results
- Frontier orbital gap (alpha / beta): 7.0 / 7.0 eV
- ΔE to the lowest compared entry with this formula, charge and spin: 137.93 kcal per mole

Entry 7:
Below is a 2-piece molecular cluster, C6H12O overall, with properties calculated with the ωB97M-V functional and the def2-TZVPD basis.

Geometry (Å):
H (-0.79107, -1.13507, -1.40690)
O (1.01582, -1.79639, 0.39332)
H (-1.92324, -1.95003, -0.34084)
C (1.63599, -0.59051, 0.82205)
H (1.24146, 0.49793, -1.00069)
H (2.18520, 1.39368, 0.20603)
C (-1.54734, -0.96186, -0.63436)
C (-1.47893, 0.84478, 1.08729)
H (2.38987, -0.74612, 1.59805)
C (2.01922, 0.40577, -0.23841)
H (-0.49081, 2.26244, -1.86729)
H (-1.04033, 1.32618, 1.95931)
H (-2.37540, 1.30170, 0.67355)
H (-2.37425, -0.38679, -1.06115)
C (0.24596, -0.90272, 1.18916)
H (2.94859, 0.09386, -0.72729)
H (-0.61995, 2.02330, -1.17203)
H (0.07613, -1.26547, 2.20613)
C (-0.95269, -0.25741, 0.55332)

Results
- Frontier orbital gap: 10.5 eV
- ΔE to the lowest compared entry with this formula, charge and spin: 62.51 kcal per mole

Entry 8:
Below is the molecule C6H12O, with properties calculated with the ωB97M-V functional and the def2-TZVPD basis.

Geometry (Å):
C (-1.11545, -0.30214, 0.38243)
H (-1.17735, -1.94726, -1.28802)
H (2.15122, -0.86919, 0.55899)
O (0.70296, -1.29384, -0.85254)
C (-0.61951, -1.55522, -0.43170)
H (-1.91670, -0.67288, 1.03092)
C (1.75348, 0.81346, -0.74016)
C (-1.61798, 1.08301, -0.14829)
H (2.55117, 0.48963, -1.41823)
C (1.29045, -0.38406, 0.07989)
H (2.13610, 1.62910, -0.11924)
C (0.20393, -0.13417, 1.14894)
H (0.92460, 1.17836, -1.35757)
H (-0.57207, -2.37670, 0.30775)
H (-1.10566, 1.88011, 0.41172)
H (-1.47472, 1.32724, -1.20650)
H (0.25410, -0.92865, 1.90136)
H (-2.68061, 1.23610, 0.08174)
H (0.31204, 0.82710, 1.65850)

Results
- Frontier orbital gap: 10.4 eV
- ΔE to the lowest compared entry with this formula, charge and spin: 21.56 kcal per mole

Entry 9:
Below is a 2-piece molecular cluster, C6H12O overall, with properties calculated with the ωB97M-V functional and the def2-TZVPD basis.

Geometry (Å):
H (-1.67192, -0.55124, 2.58323)
C (1.78322, 0.05413, -1.49687)
H (-0.86214, 2.11693, -0.76108)
C (-1.24427, -0.74717, -1.12270)
C (1.03847, 0.14747, -0.18579)
H (-1.10487, 1.73321, 0.97387)
H (1.23789, 0.62143, -2.25764)
O (0.87748, 1.50623, 0.28517)
C (-0.45175, 0.05711, -0.44011)
H (-0.03125, 0.07234, 2.31687)
H (1.51637, -0.46638, 0.59526)
H (-2.28060, -0.47910, -1.30267)
C (-0.54300, 1.47483, 0.06356)
H (-0.99727, -0.86352, 1.01977)
H (2.79499, 0.44882, -1.39825)
C (-0.73222, -0.74537, 2.07239)
H (-0.88784, -1.70148, -1.49867)
H (-0.26981, -1.68401, 2.36988)
H (1.82851, -0.99424, -1.81623)

Results
- Frontier orbital gap: 10.1 eV
- ΔE to the lowest compared entry with this formula, charge and spin: 67.45 kcal per mole

Entry 10:
Below is the molecule C6H12O, with properties calculated with the ωB97M-V functional and the def2-TZVPD basis.

Geometry (Å):
C (-1.04075, -0.32881, -1.61356)
C (-0.41391, -1.21176, -2.64903)
H (-1.39103, -0.08226, 0.38943)
H (-1.10787, -1.88692, -3.15000)
H (-0.71734, 0.42483, 2.43524)
O (0.72430, -1.07339, -3.02839)
H (1.43863, -0.90199, 0.37893)
H (0.85914, -0.18292, 2.79959)
H (0.43090, 1.53997, 3.24616)
H (-0.91179, 0.73180, -1.88608)
C (0.33900, 0.74220, 2.50528)
C (0.82692, -0.02137, 0.15306)
H (-2.15844, -0.54272, -1.65691)
H (-0.61895, -1.62989, 0.14092)
C (0.78207, 1.17489, 1.14604)
C (-0.57349, -0.58332, -0.16577)
H (1.29721, 0.26679, -0.80047)
H (0.39953, 2.05065, 0.61748)
H (1.83587, 1.51423, 1.13810)

Results
- Frontier orbital gap: 10.6 eV
- ΔE to the lowest compared entry with this formula, charge and spin: 28.87 kcal per mole

Entry 11:
Below is the molecule C6H12O, with properties calculated with the ωB97M-V functional and the def2-TZVPD basis.

Geometry (Å):
H (-0.08155, 0.61934, -1.33278)
H (0.54392, 0.25068, 2.41677)
H (2.25839, 1.81553, 1.30104)
H (1.31548, 1.74232, -0.18824)
C (-0.82241, -0.02486, -0.83070)
H (-0.20827, -1.77237, -1.94829)
H (-1.99565, 1.17485, 0.15200)
C (0.69237, 0.33364, 1.34075)
H (-1.55536, -0.86071, -2.67795)
H (-1.84660, -1.87085, -1.25092)
O (-2.04486, 0.68330, -0.67477)
C (1.24842, 1.66985, 0.90147)
C (-0.28177, -0.47313, 0.50972)
H (1.79566, -0.80169, -0.20840)
H (1.35115, -1.81337, 1.24389)
H (0.62880, 2.50241, 1.25224)
C (1.14398, -0.92427, 0.65546)
C (-1.12191, -1.20815, -1.73537)
H (-1.01978, -1.04253, 1.07407)

Results
- Frontier orbital gap: 11.1 eV
- ΔE to the lowest compared entry with this formula, charge and spin: 23.12 kcal per mole

Entry 12:
Below is a 2-piece molecular cluster, C6H12O overall, with properties calculated with the ωB97M-V functional and the def2-TZVPD basis.

Geometry (Å):
O (0.62940, 0.14198, 0.67193)
C (1.73496, -0.12845, -0.17039)
H (2.13585, -1.11206, 0.10808)
H (3.68028, 0.70789, -0.63276)
H (-0.13290, 0.70893, 0.12443)
H (1.40386, -0.18663, -1.22163)
C (-2.17752, -0.80379, 1.06073)
H (-2.64512, -1.71610, 1.43266)
H (-2.03344, 1.60978, -0.35003)
H (3.12319, 1.00609, 1.03187)
C (2.80618, 0.93892, -0.01312)
C (-0.95698, -1.04166, 0.28124)
H (-2.26982, 0.05518, 1.72104)
C (-2.12633, -0.59160, -0.43868)
C (-1.47051, 0.73523, -0.68938)
H (2.41620, 1.91650, -0.31497)
H (-0.28729, -1.89002, 0.24077)
H (-2.73861, -1.16755, -1.13233)
H (-1.09140, 0.81738, -1.70945)

Results
- Frontier orbital gap: 8.2 eV
- ΔE to the lowest compared entry with this formula, charge and spin: 142.29 kcal per mole